# 1
C68H102O34 | ωB97M-V/def2-TZVPD

Structure (XYZ):
```
204
Properties=species:S:1:pos:R:3:mulliken_charge:R:1
O -17.811 -23.907 -15.269 -0.70
C -17.661 -22.714 -15.031 0.16
O -16.692 -22.250 -14.317 0.01
C -16.616 -20.790 -14.356 -0.05
C -18.060 -20.414 -14.590 1.39
C -18.589 -21.542 -15.457 -0.04
H -15.935 -20.512 -15.142 0.14
H -16.283 -20.416 -13.420 -0.44
H -18.201 -19.434 -15.048 0.22
H -18.550 -20.416 -13.616 -0.81
H -18.491 -21.219 -16.497 0.44
H -19.590 -21.908 -15.284 -0.53
O -17.550 -24.179 -8.928 -0.44
C -16.554 -24.530 -8.352 0.17
O -15.443 -25.033 -8.975 -0.30
C -14.409 -25.240 -7.930 0.36
C -15.167 -25.541 -6.691 -0.74
C -16.366 -24.662 -6.825 0.49
H -13.970 -24.228 -7.763 -0.58
H -13.661 -25.918 -8.320 0.69
H -14.579 -25.331 -5.775 0.36
H -15.515 -26.592 -6.688 0.25
H -16.086 -23.683 -6.440 -0.83
H -17.316 -24.998 -6.378 0.56
O -10.040 -15.295 -13.574 -0.62
C -11.144 -15.034 -13.191 0.40
O -11.869 -15.878 -12.468 -0.08
C -13.112 -15.357 -12.000 2.20
C -13.134 -13.855 -12.489 -0.60
C -12.026 -13.807 -13.548 -0.74
H -13.203 -15.366 -10.910 -1.20
H -13.913 -15.919 -12.457 -0.67
H -12.889 -13.187 -11.671 0.38
H -14.103 -13.687 -12.952 0.35
H -11.432 -12.891 -13.561 0.38
H -12.455 -14.034 -14.560 0.22
O -10.051 -25.816 -8.827 -0.61
C -10.302 -25.046 -9.720 0.14
O -9.279 -24.590 -10.557 -0.43
C -9.824 -23.577 -11.427 -0.59
C -11.215 -23.181 -10.881 2.09
C -11.609 -24.420 -10.076 1.90
H -9.844 -23.967 -12.455 0.30
H -9.187 -22.682 -11.370 0.24
H -11.814 -22.943 -11.739 -1.34
H -11.156 -22.300 -10.182 -0.23
H -12.209 -25.144 -10.676 0.44
H -12.156 -24.222 -9.161 -1.57
O -13.345 -24.469 -13.047 -0.66
C -14.453 -24.249 -12.594 0.30
O -14.835 -23.078 -12.173 0.20
C -16.122 -23.082 -11.536 1.36
C -16.793 -24.417 -11.956 -0.51
C -15.562 -25.284 -12.380 -1.10
H -16.724 -22.251 -11.890 -1.07
H -15.986 -22.970 -10.474 0.16
H -17.458 -24.215 -12.800 0.23
H -17.399 -24.880 -11.142 0.48
H -15.838 -25.814 -13.301 0.39
H -15.266 -26.087 -11.681 0.13
O -16.138 -16.309 -10.913 0.27
C -16.180 -15.377 -10.161 -0.22
O -16.605 -14.185 -10.605 -0.37
C -16.633 -13.136 -9.578 -0.64
C -16.522 -13.956 -8.284 -0.63
C -15.831 -15.212 -8.680 0.91
H -17.587 -12.665 -9.774 0.36
H -15.743 -12.544 -9.807 0.35
H -17.567 -14.148 -7.941 0.22
H -16.020 -13.455 -7.469 0.49
H -16.018 -16.070 -8.065 -0.32
H -14.756 -15.133 -8.696 -0.34
O -15.416 -18.307 -6.389 -0.66
C -16.418 -18.958 -6.668 0.07
O -17.386 -18.479 -7.439 -0.28
C -18.422 -19.552 -7.738 0.59
C -18.117 -20.739 -6.825 -0.90
C -16.761 -20.409 -6.247 1.53
H -18.343 -19.781 -8.804 -0.85
H -19.376 -19.066 -7.522 0.88
H -18.108 -21.610 -7.433 0.08
H -18.977 -20.737 -6.124 0.26
H -15.918 -21.018 -6.585 -2.04
H -16.765 -20.562 -5.208 1.19
O -16.582 -13.907 -17.640 -0.61
C -16.501 -14.733 -16.782 0.39
O -15.930 -14.564 -15.589 -0.39
C -16.180 -15.654 -14.738 0.93
C -16.604 -16.778 -15.577 1.16
C -17.057 -16.165 -16.900 -0.56
H -17.042 -15.332 -14.107 -0.23
H -15.317 -15.849 -14.135 -0.58
H -17.373 -17.301 -14.979 -0.65
H -15.778 -17.476 -15.711 -0.01
H -18.133 -16.080 -16.981 0.27
H -16.706 -16.695 -17.779 0.35
O -10.892 -19.970 -5.358 -0.58
C -11.805 -20.637 -4.961 0.34
O -11.750 -21.473 -3.871 -0.42
C -12.989 -22.190 -3.717 -0.54
C -14.049 -21.354 -4.509 -0.25
C -13.171 -20.754 -5.606 1.86
H -13.236 -22.317 -2.688 0.46
H -12.950 -23.135 -4.243 0.15
H -14.470 -20.551 -3.921 0.38
H -14.873 -21.967 -4.913 -0.10
H -13.377 -19.751 -5.937 -0.26
H -13.027 -21.400 -6.446 -0.89
O -10.103 -20.183 -10.198 -0.44
C -9.535 -19.163 -10.397 -0.10
O -10.105 -17.988 -10.247 0.07
C -9.352 -16.960 -10.913 0.14
C -7.902 -17.431 -10.843 -0.92
C -8.127 -18.931 -10.926 -0.41
H -9.565 -16.011 -10.403 0.48
H -9.803 -16.892 -11.938 -0.30
H -7.413 -17.082 -9.945 0.31
H -7.258 -16.995 -11.615 0.37
H -7.432 -19.525 -10.305 0.39
H -8.108 -19.416 -11.920 0.30
O -21.119 -23.488 -12.970 -0.65
C -20.730 -23.040 -11.920 0.21
O -19.478 -22.535 -11.786 0.03
C -19.287 -21.871 -10.528 1.68
C -20.485 -22.239 -9.659 -1.00
C -21.482 -22.912 -10.618 -0.59
H -19.174 -20.789 -10.659 -0.79
H -18.359 -22.265 -10.111 -0.44
H -20.822 -21.382 -9.105 0.60
H -20.264 -22.984 -8.894 0.23
H -22.325 -22.292 -10.852 0.17
H -21.876 -23.911 -10.300 0.38
O -11.420 -14.527 -9.450 -0.62
C -11.544 -15.512 -8.757 -0.12
O -12.549 -16.385 -8.959 0.75
C -12.542 -17.408 -7.948 0.93
C -11.747 -16.800 -6.790 -0.59
C -10.738 -15.921 -7.544 -0.56
H -11.985 -18.304 -8.265 -0.78
H -13.579 -17.606 -7.672 -0.45
H -11.300 -17.507 -6.094 0.38
H -12.402 -16.152 -6.250 0.42
H -9.905 -16.560 -7.926 0.04
H -10.325 -15.062 -7.064 0.52
O -19.614 -14.271 -10.203 -0.70
C -19.420 -15.476 -10.494 0.32
O -19.146 -16.457 -9.565 -0.39
C -18.941 -17.727 -10.318 1.07
C -18.852 -17.376 -11.778 1.49
C -19.376 -15.993 -11.890 -0.51
H -19.721 -18.439 -10.157 0.40
H -17.948 -18.109 -10.004 -1.03
H -19.385 -17.975 -12.506 -0.11
H -17.805 -17.457 -12.049 -0.96
H -20.371 -15.778 -12.346 0.45
H -18.782 -15.274 -12.371 -0.05
O -11.872 -23.494 -6.797 -0.23
C -10.767 -23.423 -6.303 -0.20
O -10.457 -24.004 -5.154 -0.39
C -9.155 -23.573 -4.674 -0.40
C -8.432 -23.086 -5.918 -0.85
C -9.562 -22.685 -6.905 0.52
H -8.737 -24.463 -4.186 0.38
H -9.265 -22.735 -3.963 0.18
H -7.784 -23.880 -6.269 0.40
H -7.760 -22.232 -5.666 0.31
H -9.387 -23.149 -7.853 -0.09
H -9.729 -21.638 -7.164 0.15
O -21.423 -20.080 -12.198 -0.59
C -21.652 -20.038 -13.378 0.46
O -20.997 -19.227 -14.222 -0.21
C -21.232 -19.501 -15.576 -0.34
C -22.111 -20.765 -15.596 -0.62
C -22.660 -20.917 -14.150 -0.29
H -20.273 -19.608 -16.108 0.11
H -21.756 -18.659 -16.029 0.46
H -21.391 -21.553 -15.706 0.13
H -22.816 -20.769 -16.403 0.46
H -22.704 -21.982 -13.790 0.19
H -23.678 -20.447 -14.005 0.34
O -14.154 -18.292 -14.582 -0.42
C -13.322 -19.146 -14.298 -0.26
O -13.555 -20.447 -14.413 -0.36
C -12.484 -21.226 -13.805 0.44
C -11.261 -20.311 -13.773 -0.38
C -11.905 -18.948 -13.785 0.96
H -12.329 -22.054 -14.446 0.79
H -12.765 -21.519 -12.787 -0.79
H -10.627 -20.505 -14.619 0.25
H -10.667 -20.533 -12.864 -0.06
H -11.380 -18.166 -14.361 0.60
H -11.946 -18.558 -12.804 -0.69
O -14.684 -21.869 -8.219 -0.37
C -14.738 -21.056 -9.075 -0.24
O -15.934 -20.436 -9.271 1.37
C -15.836 -19.450 -10.327 0.36
C -14.546 -19.784 -11.045 1.53
C -13.694 -20.459 -9.989 1.97
H -15.804 -18.457 -9.851 -0.19
H -16.748 -19.428 -10.911 -0.58
H -14.148 -18.873 -11.500 0.10
H -14.627 -20.511 -11.840 -1.48
H -13.051 -19.774 -9.425 -1.15
H -13.131 -21.301 -10.348 -1.10
```

As for the charge: 0. Its total energy is -5210.69361 Ha. As for the energy above the lowest of the compared OMol25 structures with the same formula, charge and spin: 0.0 kJ/mol. The spin multiplicity is 1. As for the HOMO energy: -9.96 eV. The gap between HOMO and LUMO is 0.379 Eh.

# 2
C26H43F6NO12P | ωB97M-V/def2-TZVPD

Structure (XYZ):
```
89
Properties=species:S:1:pos:R:3:mulliken_charge:R:1
P -0.886 0.617 1.696 1.22
F -0.309 -0.688 2.579 -0.40
F 0.315 0.536 0.668 -0.34
F -1.613 -0.570 0.755 -0.39
F -1.669 1.811 0.932 -0.35
F -2.151 0.629 2.736 -0.38
F -0.028 1.602 2.710 -0.36
O -9.988 -0.421 0.393 -0.61
C -8.838 -0.758 0.118 0.62
O -7.887 0.054 -0.365 -0.36
C -6.487 -0.473 -0.396 -0.26
C -6.669 -1.887 0.209 -0.59
C -8.158 -2.104 0.408 -0.53
H -5.821 0.130 0.220 0.27
H -6.171 -0.618 -1.429 0.23
H -6.189 -2.026 1.177 0.24
H -6.022 -2.593 -0.311 0.42
H -8.621 -2.489 1.317 0.34
H -8.278 -2.988 -0.218 0.23
O 7.769 -5.463 2.228 -0.59
C 6.820 -4.739 2.331 0.49
O 5.920 -4.964 3.336 -0.37
C 4.821 -4.008 3.244 -0.31
C 5.423 -2.899 2.489 -0.57
C 6.495 -3.519 1.551 -0.31
H 4.478 -3.736 4.242 0.30
H 4.061 -4.522 2.656 0.23
H 6.073 -2.321 3.145 0.23
H 4.720 -2.181 2.065 0.41
H 7.426 -2.955 1.602 0.23
H 6.292 -3.936 0.564 0.27
O 3.825 -5.450 -2.932 -0.59
C 2.667 -5.033 -2.937 0.54
O 2.238 -4.067 -3.843 -0.38
C 1.077 -3.312 -3.360 -0.30
C 0.878 -3.996 -1.978 -0.52
C 1.573 -5.309 -1.922 -0.34
H 0.217 -3.411 -4.022 0.26
H 1.420 -2.278 -3.395 0.21
H -0.199 -4.118 -1.864 0.30
H 1.174 -3.432 -1.093 0.31
H 0.921 -6.097 -2.298 0.22
H 1.945 -5.690 -0.972 0.30
O 6.957 4.661 -2.298 -0.60
C 6.807 3.470 -2.633 0.52
O 5.602 2.960 -2.947 -0.30
C 5.748 1.607 -3.238 -0.40
C 7.159 1.172 -2.786 -0.61
C 7.929 2.465 -2.912 -0.38
H 5.511 1.430 -4.288 0.29
H 5.035 1.083 -2.602 0.28
H 7.676 0.301 -3.189 0.38
H 7.237 0.774 -1.774 0.28
H 8.185 2.483 -3.971 0.23
H 8.807 2.490 -2.266 0.33
O 1.272 9.443 1.588 -0.65
C 0.693 8.468 1.077 0.57
O 1.003 7.239 1.331 -0.33
C 0.378 6.276 0.543 -0.34
C -0.256 7.015 -0.565 -0.39
C -0.326 8.398 -0.029 -0.46
H -0.413 5.808 1.128 0.22
H 1.093 5.492 0.296 0.31
H -1.270 6.669 -0.767 0.25
H 0.222 6.845 -1.530 0.26
H -1.342 8.590 0.319 0.24
H -0.210 9.267 -0.676 0.31
C -2.986 -4.429 5.532 -0.55
O -2.872 -4.617 4.154 -0.48
H -2.904 -5.426 5.966 0.22
H -2.114 -3.839 5.816 0.26
H -3.863 -3.974 5.993 0.24
H -2.817 -3.699 3.877 0.32
C -4.503 0.978 7.341 -0.58
O -3.232 1.583 7.107 -0.49
H -5.129 1.358 8.148 0.27
H -5.166 1.013 6.477 0.25
H -4.370 -0.073 7.597 0.23
H -2.868 1.154 6.329 0.32
N -4.426 1.736 -5.576 0.01
C -3.597 2.391 -4.715 -0.50
C -2.346 1.813 -4.793 -0.30
C -2.458 0.831 -5.834 -0.51
C -3.774 0.909 -6.362 -0.42
H -5.407 1.973 -5.521 0.21
H -3.854 2.830 -3.763 0.34
H -1.480 2.036 -4.188 0.41
H -1.607 0.333 -6.274 0.37
H -4.284 0.388 -7.159 0.38
```

As for the charge: -1. Its total energy is -2914.87797 Ha. As for the energy above the lowest of the compared OMol25 structures with the same formula, charge and spin: 0.0 kJ/mol. The spin multiplicity is 1. As for the HOMO energy: -6.96 eV. The gap between HOMO and LUMO is 0.318 Eh.

# 3
C25H28As2BrN2PdS | ωB97M-V/def2-TZVPD

Structure (XYZ):
```
60
Properties=species:S:1:pos:R:3:mulliken_charge:R:1
Pd -0.017 0.152 -0.025 -0.43
C -5.319 1.055 -2.007 -1.50
C -4.042 1.581 -1.426 0.49
C -3.839 2.948 -1.226 -0.33
C -2.651 3.427 -0.688 -0.87
C -1.706 2.482 -0.373 0.44
Br 0.009 2.913 0.352 0.00
N -1.859 1.177 -0.542 0.45
C -3.010 0.727 -1.058 -0.67
H -6.167 1.333 -1.380 0.38
H -5.303 -0.029 -2.100 0.38
H -5.492 1.484 -2.994 0.38
H -4.620 3.651 -1.491 0.50
H -2.480 4.482 -0.524 0.52
H -3.099 -0.348 -1.168 0.36
S -1.068 -3.276 -2.552 -0.11
C -1.440 -3.719 -0.949 -0.56
C -1.110 -2.761 -0.030 -1.25
C -0.533 -1.650 -0.686 0.97
C -0.452 -1.761 -2.050 0.93
C 0.055 -0.673 -2.864 0.56
C 0.111 -0.640 -4.248 -0.99
C 0.611 0.493 -4.867 -0.61
C 1.042 1.561 -4.089 -1.01
C 0.950 1.467 -2.716 -0.65
N 0.467 0.371 -2.112 0.76
H -1.901 -4.676 -0.757 0.52
H -1.303 -2.858 1.024 0.39
H -0.236 -1.485 -4.827 0.53
H 0.666 0.544 -5.946 0.50
H 1.452 2.455 -4.537 0.50
H 1.290 2.271 -2.078 0.56
C 2.205 -2.931 0.611 -1.12
As 2.037 -1.040 0.299 1.14
C 3.278 -0.654 -1.113 -1.29
C 2.683 -0.198 1.907 -0.16
C 4.036 -0.136 2.213 -0.94
C 4.439 0.486 3.389 -0.76
C 3.504 1.044 4.249 -0.75
C 2.146 0.973 3.956 -0.74
C 1.741 0.346 2.785 0.93
As -0.110 0.031 2.390 1.03
C -1.203 1.263 3.379 -1.32
C -0.547 -1.672 3.183 -1.27
H 3.282 -3.096 0.678 0.50
H 1.789 -3.518 -0.205 0.43
H 1.737 -3.203 1.552 0.36
H 4.258 -0.982 -0.765 0.57
H 3.298 0.409 -1.331 0.41
H 3.006 -1.220 -2.002 0.39
H 4.786 -0.553 1.552 0.40
H 5.493 0.543 3.629 0.45
H 3.830 1.535 5.156 0.46
H 1.428 1.406 4.641 0.46
H -1.117 0.971 4.426 0.51
H -2.240 1.158 3.065 0.45
H -0.873 2.288 3.236 0.45
H -0.201 -1.642 4.217 0.48
H -0.062 -2.492 2.665 0.36
H -1.627 -1.813 3.169 0.46
```

As for the charge: +3. Its total energy is -8649.63587 Ha. As for the energy above the lowest of the compared OMol25 structures with the same formula, charge and spin: 0.0 kJ/mol. The spin multiplicity is 1. As for the HOMO energy: -17.27 eV. The gap between HOMO and LUMO is 0.248 Eh.

# 4
CHBr2NO | ωB97M-V/def2-TZVPD

Structure (XYZ):
```
6
Properties=species:S:1:pos:R:3:mulliken_charge:R:1
C 0.314 -0.553 -1.203 0.41
N -1.055 0.681 1.668 -0.52
O 0.589 -1.545 -1.733 -0.31
Br 1.042 1.156 -1.352 -0.04
Br -0.769 -0.792 0.759 0.24
H -0.121 1.053 1.862 0.22
```

As for the charge: 0. Its total energy is -5316.57787 Ha. As for the energy above the lowest of the compared OMol25 structures with the same formula, charge and spin: 332.9 kJ/mol. The spin multiplicity is 1. As for the HOMO energy (spin up / spin down): -8.62 / -8.64 eV. The gap between HOMO and LUMO (spin up / spin down) is 0.272 / 0.272 Eh.

# 5
C3H6BrN2O | ωB97M-V/def2-TZVPD

Structure (XYZ):
```
13
Properties=species:S:1:pos:R:3:mulliken_charge:R:1
C 0.601 -1.473 0.256 0.00
C 2.574 -0.820 -0.392 0.16
C 0.967 1.159 -0.011 -0.70
N 1.377 -0.344 -0.016 0.07
N 1.410 -2.508 0.216 -0.21
O 2.642 -2.064 -0.111 -0.04
Br -3.174 -0.682 0.085 -0.22
H -0.367 -1.653 0.524 0.31
H 3.387 -0.317 -0.877 0.42
H 1.791 1.790 -0.253 0.35
H 0.187 1.267 -0.873 0.31
H 0.562 1.363 0.975 0.31
H -3.765 -0.800 -1.251 0.25
```

As for the charge: +1. Its total energy is -2876.33628 Ha. As for the energy above the lowest of the compared OMol25 structures with the same formula, charge and spin: 37.0 kJ/mol. The spin multiplicity is 1. As for the HOMO energy: -14.28 eV. The gap between HOMO and LUMO is 0.353 Eh.

# 6
C2H8N4O | ωB97M-V/def2-TZVPD

Structure (XYZ):
```
15
Properties=species:S:1:pos:R:3:mulliken_charge:R:1
N 0.145 0.131 -0.697 0.06
N -0.133 1.496 -0.818 -0.66
N 1.574 -0.102 0.449 0.15
N 2.622 0.231 -0.099 -0.68
H 0.464 -0.306 -1.559 0.36
H 0.497 1.955 -1.478 0.28
H 0.004 1.969 0.071 0.23
H 3.408 -0.257 0.360 0.26
C -0.744 -0.745 0.090 0.36
C -1.471 -0.113 1.102 -1.08
O -1.382 -1.615 -0.799 -0.51
H -2.328 -1.568 -0.601 0.36
H 0.555 -1.180 0.714 0.33
H -1.124 0.817 1.513 0.19
H -2.086 -0.712 1.752 0.35
```

As for the charge: 0. Its total energy is -374.97063 Ha. As for the energy above the lowest of the compared OMol25 structures with the same formula, charge and spin: 882.1 kJ/mol. The spin multiplicity is 1. As for the HOMO energy (spin up / spin down): -6.50 / -7.11 eV. The gap between HOMO and LUMO (spin up / spin down) is 0.243 / 0.294 Eh.

Q: Look up the charge of the fourth one.
A: 0